# 1
DFT (ωB97M-V with the def2-TZVPD basis set) results for a 7-piece molecular cluster, C38H63FN3O15 overall in a non-equilibrium geometry.

Results
Net charge: +1
Calculated total energy, eV: -78300.28061
E_HOMO, eV: -10.01
Molecular weight, g/mol: 820.9
Orbital gap, eV: 4.286

```
120
Properties=species:S:1:pos:R:3:forces:R:3
C -1.24432 -0.45806 -2.49663 -0.61 -0.17 0.22
C -1.14959 -0.66282 -0.85163 -1.05 0.86 -0.45
C -1.22340 -2.22577 -0.36636 0.81 -1.01 -1.00
C 0.03627 -2.67160 0.64001 0.69 -0.22 1.20
N 0.71826 -3.95704 0.32560 -0.57 4.29 3.18
N 1.71838 -4.36265 1.15544 1.29 2.01 3.29
C 2.30443 -3.72468 2.39300 -3.12 2.96 -1.08
C 1.64697 -2.26858 2.88818 -1.10 -0.78 -2.08
F 2.15947 -1.51837 4.09049 -1.88 -3.00 -4.69
C 0.40394 -1.67874 1.93589 2.33 -3.43 0.01
O -0.28978 -0.41801 2.23958 0.91 -5.39 -0.62
N 0.66823 0.53958 2.44583 3.43 2.52 -3.40
O 1.41426 0.61911 1.48344 -2.10 -0.25 3.57
O -2.38623 -0.00657 -0.31174 2.41 0.36 -0.30
C -2.25447 1.45832 -0.33877 -2.21 0.84 0.74
C -3.51107 2.03882 0.60001 -2.50 0.94 2.72
C -3.41052 1.81063 2.22043 -2.93 1.81 -0.81
C -4.59131 2.32122 3.27904 -0.20 0.65 -4.68
C -5.92089 3.08814 2.66257 3.16 -1.44 -2.04
C -6.05532 3.32096 1.03152 3.13 -1.90 1.67
C -4.84779 2.78031 0.00794 0.22 -0.51 3.81
H -2.40251 -0.57077 -2.75320 2.59 0.04 0.47
H -0.60861 -1.23955 -3.09306 -1.19 1.52 1.16
H -0.94551 0.63341 -2.82760 -0.41 -2.29 0.88
H -0.21294 -0.10882 -0.42263 -1.57 -1.14 -0.77
H -1.09874 -2.88511 -1.35372 -0.06 1.23 2.33
H -2.27854 -2.54768 0.07689 2.41 1.03 -0.58
H 2.17383 -5.29321 0.89864 -0.80 1.48 0.03
H 3.17556 -4.20397 3.01972 -1.97 0.78 -1.66
H -1.22683 1.77353 0.12360 -1.88 -0.38 -1.01
H -2.46013 1.86909 -1.41643 0.80 -0.66 2.03
H -2.45648 1.28379 2.69359 -2.26 1.22 -1.23
H -4.45379 2.14029 4.43821 -0.38 0.45 -2.74
H -6.72629 3.45350 3.45730 1.81 -0.79 -2.19
H -7.02210 3.86736 0.59388 2.51 -1.34 1.07
H -4.98596 2.93827 -1.15540 0.41 -0.33 2.74
O 3.68526 -6.15172 -1.52226 1.44 0.41 1.18
C 4.80057 -5.79986 -1.14942 -0.96 -0.16 -0.43
O 5.30870 -6.25493 0.01713 -0.87 -0.34 -0.15
C 6.66473 -6.04931 0.45448 0.39 0.13 0.00
C 6.81099 -4.70620 1.14389 -0.09 0.13 -0.08
C 5.58456 -4.78764 -1.93704 0.43 -0.23 -0.51
H 7.36866 -6.17995 -0.37135 -0.34 0.14 0.25
H 6.88139 -6.84578 1.17392 -0.34 0.02 -0.17
H 6.58725 -3.87851 0.46581 0.13 -0.05 -0.02
H 7.82839 -4.57713 1.52376 -0.12 -0.04 -0.05
H 6.10891 -4.62741 1.98040 0.13 -0.09 0.02
H 5.23670 -3.78543 -1.67747 -0.01 -0.07 -0.03
H 5.40925 -4.96803 -3.00237 -0.22 0.14 0.25
H 6.65966 -4.85226 -1.79073 -0.01 0.05 0.19
O -1.59464 5.33375 -0.94982 -0.55 0.35 1.71
C -1.74302 5.73834 0.19953 -0.24 -0.22 -1.03
O -2.92922 5.59196 0.83011 0.40 -0.45 -0.64
C -3.15323 5.86544 2.22560 -0.23 0.39 0.18
C -3.44277 7.33782 2.44666 0.08 0.32 -0.17
C -0.63824 6.48362 0.89495 0.53 -0.36 0.31
H -2.32319 5.50107 2.83620 0.08 0.04 -0.14
H -4.03161 5.28068 2.51785 0.18 -0.03 -0.39
H -2.59651 7.96380 2.15187 0.07 -0.07 0.17
H -3.66712 7.53235 3.49923 0.04 -0.05 -0.08
H -4.29661 7.65496 1.83900 0.19 -0.25 0.25
H -0.65741 7.52862 0.57808 0.00 -0.11 0.04
H 0.31696 6.03413 0.60556 -0.21 0.22 -0.19
H -0.68407 6.42813 1.97950 -0.17 0.19 0.02
O 8.87923 -5.67554 -1.50907 1.45 1.34 -0.01
C 9.62955 -4.72316 -1.70060 -0.49 -0.35 0.22
O 10.49812 -4.33115 -0.74245 -0.44 -0.89 -0.08
C 11.53608 -3.35148 -0.93022 0.10 0.44 -0.02
C 10.99466 -1.94821 -0.73454 -0.22 0.07 -0.02
C 9.53476 -3.91949 -2.96738 0.33 -0.30 -0.53
H 12.03148 -3.48312 -1.89553 -0.17 -0.02 0.03
H 12.29275 -3.55257 -0.16477 -0.31 -0.23 -0.10
H 10.22139 -1.70838 -1.46901 0.15 0.01 -0.02
H 11.79687 -1.21016 -0.82296 -0.09 -0.11 0.02
H 10.53254 -1.85106 0.25332 0.18 -0.04 -0.09
H 8.72246 -3.19576 -2.87158 0.07 -0.04 -0.01
H 9.31640 -4.60275 -3.79423 -0.19 0.12 0.25
H 10.45489 -3.40538 -3.23284 -0.07 0.17 0.14
O -6.01853 6.90375 0.84282 -1.55 0.17 -1.54
C -6.62021 7.11672 -0.20568 0.69 -0.40 0.96
O -7.94568 6.87021 -0.29774 0.33 0.06 0.73
C -8.77320 7.25081 -1.41252 -0.21 -0.13 -0.33
C -8.70492 6.21073 -2.51441 0.18 -0.11 -0.07
C -5.87911 7.56980 -1.43249 0.12 0.66 -0.06
H -8.52363 8.25554 -1.76293 0.13 -0.11 0.03
H -9.79883 7.30211 -1.03256 0.34 -0.01 0.12
H -7.69222 6.11273 -2.91410 -0.08 0.09 -0.04
H -9.37708 6.47508 -3.33563 0.04 -0.03 0.14
H -8.98858 5.22601 -2.12874 -0.09 0.18 -0.02
H -5.43448 6.70100 -1.92271 -0.01 0.08 0.07
H -5.08560 8.25710 -1.12239 -0.02 -0.36 0.02
H -6.49460 8.11654 -2.14218 -0.08 -0.19 -0.10
O 11.25341 -11.54220 -3.18816 -0.88 1.59 1.49
C 10.70853 -10.88849 -2.30357 0.89 -1.15 -1.10
O 10.89729 -9.55283 -2.22301 0.04 0.02 -0.52
C 10.16981 -8.67524 -1.34381 0.19 0.01 0.17
C 10.80226 -8.64761 0.03454 0.10 -0.15 0.13
C 9.89444 -11.57205 -1.24074 -0.65 -0.16 -0.11
H 9.10870 -8.93583 -1.31736 0.08 -0.09 0.01
H 10.23134 -7.67517 -1.78536 0.06 -0.40 -0.11
H 10.77847 -9.63219 0.50883 -0.09 0.10 -0.02
H 10.28081 -7.93819 0.68331 0.05 -0.03 -0.09
H 11.85533 -8.35566 -0.03382 -0.19 0.05 -0.05
H 10.56514 -11.96035 -0.47121 -0.07 0.03 -0.08
H 9.35203 -12.40323 -1.70242 0.35 0.05 0.09
H 9.14195 -10.93444 -0.78397 0.12 0.09 0.17
O -12.12561 7.30291 -0.78566 -0.43 -1.70 1.15
C -12.36459 6.48061 0.09379 0.03 1.07 -0.88
O -12.81644 5.24760 -0.22500 0.38 0.18 -0.50
C -12.95408 4.16007 0.70812 -0.26 0.01 0.18
C -14.28117 4.24084 1.43813 -0.14 0.16 0.06
C -12.24556 6.85769 1.54403 0.61 -0.03 0.29
H -12.09937 4.11413 1.38777 -0.06 0.14 -0.02
H -12.92749 3.23957 0.11578 0.07 0.35 -0.13
H -14.35971 5.15534 2.03180 0.07 -0.13 0.02
H -14.40653 3.38329 2.10519 0.02 0.08 -0.09
H -15.11038 4.25653 0.72327 0.17 -0.10 0.06
H -13.15432 7.37831 1.85373 0.09 -0.05 -0.04
H -11.38715 7.52740 1.65734 -0.32 0.05 -0.13
H -12.06244 6.01440 2.20490 -0.22 -0.05 0.03
```
Forces are in eV/Å.

---

# 2
DFT (ωB97M-V with the def2-TZVPD basis set) results for C17H39Br3NO17S4 as an isolated structure in a non-equilibrium geometry.

Results
Energy above the lowest of the compared OMol25 structures with the same formula, charge and spin, kcal per mole: 945.4
Net charge: -1
Calculated total energy, eV: -307980.49699
E_HOMO, eV: -4.60
Molecular weight, g/mol: 897.5
Orbital gap, eV: 6.335

```
81
Properties=species:S:1:pos:R:3:forces:R:3
N 0.56323 -1.32397 0.52459 9.30 0.71 7.54
O 1.61948 -0.67319 0.52414 -3.97 -3.91 0.22
O -0.41916 -0.89062 0.06532 0.35 2.05 -4.47
O 0.52049 -2.33948 1.14835 -0.83 -3.44 1.85
O 3.27188 -1.06672 -0.79497 2.98 -7.95 -4.23
C 2.79262 -1.94343 -1.44170 -0.69 -1.04 1.18
O 3.40925 -2.63421 -2.43416 1.68 2.04 0.72
C 2.59108 -3.63693 -2.87864 -0.47 -1.57 -1.54
C 1.18909 -3.23276 -2.51832 2.20 -0.92 0.33
C 1.41690 -2.56515 -1.21842 1.00 0.10 -0.90
H 2.93784 -4.57804 -2.45183 -0.22 -0.27 0.15
H 2.71463 -3.68622 -3.96049 0.06 -0.26 -0.13
H 0.47265 -4.05207 -2.45889 2.76 0.15 0.57
H 0.88013 -2.50630 -3.26992 0.15 -0.22 0.21
H 1.52126 -3.25625 -0.38201 0.02 -0.14 -0.14
H 0.67880 -1.82056 -0.92024 1.71 -1.44 -2.62
O -0.53679 -3.64272 2.93625 -3.11 1.07 2.00
S -1.65145 -2.98906 3.65976 2.90 -0.41 -2.07
O -1.36220 -2.19047 4.80741 -0.01 0.82 -0.16
O -2.56914 -2.13849 2.52445 -0.35 -2.36 2.39
C -2.10759 -0.95431 1.95525 1.04 2.09 2.55
C -3.18014 0.11735 1.93574 -1.33 -1.13 2.49
C -2.72771 -4.24532 4.26514 -1.54 -0.27 -1.05
H -1.72797 -0.96667 0.93356 -1.89 -4.53 5.88
H -1.27825 -0.54612 2.53289 0.37 -0.24 0.27
H -3.81769 -0.27183 1.14191 -1.20 0.42 0.63
H -2.76793 1.08261 1.64171 -0.37 0.14 1.40
H -3.71205 0.21098 2.88254 -0.05 -0.15 0.13
H -2.11717 -5.14758 4.30067 -0.16 0.15 0.14
H -3.54660 -4.35812 3.55465 0.22 -0.38 -0.43
H -3.27963 -4.01339 5.17601 0.81 0.33 0.22
O -1.25125 1.42499 -2.55974 -5.02 7.79 3.63
S -1.34101 1.65627 -1.11280 -6.53 -1.51 -0.42
O -0.16709 2.00643 -0.29114 -12.00 3.26 -10.73
O -2.57663 2.77383 -0.93627 1.78 -0.24 0.23
C -2.27616 4.10805 -1.52590 -1.51 -1.87 -0.46
C -3.08541 4.22264 -2.83044 0.49 0.61 -0.28
C -2.17459 0.18946 -0.34842 -2.24 6.53 0.18
H -1.23315 4.31729 -1.76350 0.19 -0.45 0.45
H -2.63166 4.70549 -0.68638 0.06 0.70 -0.63
H -2.86982 3.61016 -3.70594 0.91 -0.95 0.69
H -2.73553 5.16671 -3.24805 -0.96 0.73 0.09
H -4.16043 4.06092 -2.75113 -0.02 0.78 0.50
H -1.58099 -0.49971 0.25222 -1.12 3.91 -5.27
H -2.87699 -0.21437 -1.07757 0.51 2.90 4.18
H -2.76598 0.48281 0.51894 0.90 1.68 -3.54
O 2.53961 2.49141 -0.84746 3.70 -1.23 -3.02
S 3.00066 1.04739 -0.85216 3.83 1.69 -3.58
O 3.46794 0.40817 0.36756 3.11 6.02 -7.45
O 1.70409 0.14013 -1.53953 0.39 0.41 -2.42
C 0.83298 0.69401 -2.47588 -0.13 1.80 -0.45
C -0.36391 -0.16377 -2.85342 3.47 -5.87 -2.15
C 4.23954 0.75060 -2.31688 -1.25 0.32 1.58
H 1.24096 0.95191 -3.45320 0.89 0.39 0.01
H 0.39612 1.56574 -1.98869 2.74 -0.37 -1.65
H -1.14934 0.19731 -3.51737 1.38 -1.36 -0.61
H -0.77689 -0.75667 -2.03732 0.84 2.40 -0.77
H -0.02487 -1.00860 -3.45292 1.09 -0.72 -0.35
H 4.88302 -0.00657 -1.86886 0.08 0.29 -0.33
H 4.73651 1.68358 -2.58273 -0.23 -0.10 0.00
H 3.59091 0.31172 -3.07501 0.37 0.21 -0.20
O 3.51196 2.28913 1.49141 -0.96 2.29 3.19
S 2.44258 1.37662 1.88415 -0.05 0.30 0.39
O 2.85576 0.01974 2.03009 -1.31 -0.50 9.67
O 1.67718 1.85956 3.29601 0.92 -0.49 -1.05
C 1.49280 3.27108 3.50151 -1.10 -1.85 0.15
C 1.57968 3.43239 5.01635 0.27 1.46 0.12
C 1.04358 1.49619 0.59975 4.91 -1.96 7.78
H 0.46715 3.45659 3.18258 -0.23 0.40 -0.01
H 2.12445 3.80583 2.79217 0.57 0.33 0.76
H 0.67011 3.27439 5.59584 -0.43 -0.31 -0.63
H 1.78576 4.49132 5.17225 0.39 0.14 0.44
H 2.31354 2.80888 5.52702 0.37 0.15 -0.55
H 1.61401 1.40723 -0.32480 -4.63 0.13 3.58
H 0.58622 2.48260 0.52288 4.74 2.19 5.18
H 0.25944 0.75595 0.75870 1.60 0.16 2.03
C -1.60112 -2.42879 -1.56182 -2.42 -1.68 -0.99
Br -2.39811 -3.29980 0.08850 0.76 0.23 -2.85
Br -2.86883 -1.06440 -2.34326 -3.20 -7.23 -7.57
Br -1.18481 -3.67471 -3.15995 -6.54 0.55 -0.09
H -0.73996 -1.81838 -1.29001 -0.71 -1.50 0.09
```
Forces are in eV/Å.

---

# 3
DFT (ωB97M-V with the def2-TZVPD basis set) results for the molecule C4H6IN in a non-equilibrium geometry.

Results
Energy above the lowest of the compared OMol25 structures with the same formula, charge and spin, kcal per mole: 124.9
Calculated total energy, eV: -13829.74265
E_HOMO (spin up / spin down), eV: -7.90 / -8.75
Molecular weight, g/mol: 195.0
Orbital gap (spin up / spin down), eV: 7.313 / 7.647

```
12
Properties=species:S:1:pos:R:3:forces:R:3
C 0.83356 1.04232 0.52840 -0.24 0.23 -0.37
C -0.30637 -1.39628 0.33130 -2.27 -5.95 0.37
C 1.21543 0.22223 -0.65714 -2.70 2.16 1.56
C -0.23329 0.61322 -0.58575 2.93 0.36 1.99
N -0.97307 -0.56628 -0.36553 1.55 0.77 -0.60
I -3.21642 -0.10854 -0.23475 -1.13 0.04 0.13
H 0.87258 0.38065 1.40901 -0.44 0.81 -0.01
H 1.00551 2.15761 0.80336 0.06 -2.03 -1.01
H -0.80589 -2.49347 0.13135 1.39 2.33 1.26
H 0.41743 -1.36318 1.17156 -0.31 0.48 -1.00
H 1.90230 0.13162 -1.41314 1.61 -0.08 -1.55
H -0.71177 1.38010 -1.11865 -0.44 0.87 -0.78
```
Forces are in eV/Å.